Model A:
Entry from OMol25: 3 unconnected molecules or ions with the total composition C4H16NO2 (ωB97M-V with the def2-TZVPD basis set).

Summary:
charge	+1
Kohn-Sham gap	12.17	eV

Last column: natural (NBO) charge in e.
Positions of all 23 atoms, in Å:
C: 0.9409 -0.7182 -2.0374  -0.6964
C: 0.0987 -0.9165 -0.7105  -0.2379
N: -0.0238 0.4336 0.0903  -0.5280
C: -1.1782 1.3011 -0.2655  -0.2452
C: -0.7817 2.8132 0.0157  -0.5825
H: 1.5987 0.3002 -2.1275  0.2237
H: 0.6124 -0.8687 -3.0499  0.2617
H: 1.7705 -1.4947 -2.1467  0.2550
H: -0.9857 -1.4078 -0.9528  0.2608
H: 0.3637 -1.6552 -0.0018  0.2409
H: 0.8567 0.9439 -0.1464  0.4218
H: 0.1635 0.2600 1.0601  0.4670
H: -1.9335 1.2164 0.5416  0.2329
H: -1.6770 1.0061 -1.2321  0.2462
H: -0.0165 2.9765 -0.5216  0.1854
H: -1.6969 3.4487 -0.2684  0.2522
H: -0.5891 2.8983 1.1214  0.2226
H: 1.0972 0.1829 3.7704  0.4949
H: 2.1754 0.2935 2.7819  0.4710
O: 1.3162 0.1954 2.8644  -0.9540
H: -0.7759 -3.9263 -0.3159  0.4666
H: -0.2771 -3.7393 0.9999  0.4644
O: -1.0586 -3.5431 0.5309  -0.9232


Model B:
Entry from OMol25: 3 unconnected molecules or ions with the total composition C4H16NO2 (ωB97M-V with the def2-TZVPD basis set).

Summary:
charge	+1
Kohn-Sham gap	11.68	eV

Last column: natural (NBO) charge in e.
Positions of all 23 atoms, in Å:
C: -0.6604 0.2751 0.4902  -0.2123
C: -0.1844 1.2233 -0.5840  -0.2505
C: -0.7642 2.6042 -0.6739  -0.6184
C: 1.3911 1.3185 -0.6139  -0.6385
N: -0.0489 -1.1123 0.5502  -0.6796
H: -0.5886 0.6627 1.5397  0.2203
H: -1.7319 0.1154 0.3541  0.2368
H: -0.5537 0.7755 -1.5377  0.2036
H: -0.1475 3.2328 -1.2879  0.2337
H: -1.7773 2.6001 -1.1927  0.2234
H: -0.9534 3.2092 0.2348  0.2296
H: 1.5675 2.3737 -0.2911  0.2315
H: 1.7646 1.3495 -1.6653  0.2324
H: 1.8472 0.5975 0.0471  0.2062
H: -0.1695 -1.6612 -0.3112  0.4417
H: 0.9475 -1.1023 0.8041  0.4599
H: -0.4527 -1.6021 1.3517  0.4530
H: 3.2971 -1.9954 0.4032  0.5028
H: 3.1208 -0.9331 -0.7531  0.5068
O: 2.6693 -1.4212 -0.0466  -0.9881
H: -2.9068 -2.8058 1.1917  0.4971
H: -2.9795 -2.0257 -0.0935  0.4893
O: -2.5200 -2.0349 0.7560  -0.9806


It is model A that is the least stable of them.


Model A:
Entry from OMol25: a single C20H21FN2O2S molecule (ωB97M-V with the def2-TZVPD basis set).

Summary:
Kohn-Sham gap	8.13	eV

Last column: natural (NBO) charge in e.
Positions of all 47 atoms, in Å:
C: 1.0738 -1.7245 2.3988  -0.5889
C: 0.4261 -1.4453 1.0273  -0.0987
C: 1.6435 -1.9163 0.1688  0.0045
C: 1.8137 -3.2673 -0.2802  -0.2121
C: 2.9633 -3.7265 -0.9379  -0.2965
C: 4.0969 -2.9886 -0.9948  0.3962
F: 5.1815 -3.3852 -1.5824  -0.2994
C: 3.9319 -1.6196 -0.5353  -0.2748
C: 2.7829 -1.1249 -0.0259  -0.2181
C: 0.1972 -0.0302 0.7195  -0.0625
C: 0.0338 0.9341 1.7561  -0.0381
N: -0.4488 2.1170 1.1321  -0.5505
C: -0.6777 1.9457 -0.2119  0.1524
C: -1.1059 2.7950 -1.3184  0.1205
N: -1.5156 4.1567 -1.1970  -0.8310
S: -1.8152 5.0517 0.3465  2.1820
C: -3.4980 4.7348 0.7660  -0.8689
O: -1.6752 6.4917 0.0249  -0.9297
O: -0.7661 4.8691 1.3841  -0.9027
C: -0.9489 2.2642 -2.5830  -0.2728
C: -0.5680 0.8873 -2.7648  -0.2072
C: -0.2259 0.1023 -1.7039  -0.1948
C: -0.2443 0.6414 -0.4479  -0.1157
C: -0.9450 -2.1947 0.7118  -0.2147
C: -1.3859 -3.1063 -0.5180  -0.4273
C: -1.3214 -3.7239 0.8733  -0.4408
H: 1.3206 -2.7562 2.6146  0.2294
H: 0.3662 -1.3071 3.1688  0.1983
H: 1.9693 -1.1115 2.5343  0.2218
H: 1.0838 -4.0623 -0.1798  0.2130
H: 2.9123 -4.7817 -1.2832  0.2200
H: 4.8131 -0.9828 -0.5090  0.2186
H: 2.8650 -0.0063 0.2826  0.2327
H: 0.3010 0.7670 2.7763  0.2217
H: -0.3861 2.9688 1.6369  0.4416
H: -1.4291 4.7220 -2.0148  0.4272
H: -3.6713 5.2568 1.6932  0.2674
H: -3.5540 3.6565 1.0204  0.2561
H: -4.2575 5.0642 -0.0321  0.2851
H: -1.1030 2.7835 -3.4975  0.2143
H: -0.5802 0.4538 -3.7614  0.2104
H: 0.0556 -0.9018 -1.9474  0.2245
H: -1.7672 -1.4565 0.9740  0.2287
H: -0.5793 -3.5340 -1.2165  0.2202
H: -2.4089 -3.0303 -1.0241  0.2322
H: -0.6234 -4.3692 1.2950  0.2133
H: -2.3297 -4.1104 1.2620  0.2135


Model B:
Entry from OMol25: a single C20H21FN2O2S molecule (ωB97M-V with the def2-TZVPD basis set).

Summary:
Kohn-Sham gap	8.26	eV

Last column: natural (NBO) charge in e.
Positions of all 47 atoms, in Å:
O: 3.3574 1.3931 0.2407  -0.6142
C: 2.8504 0.2907 0.1586  0.6754
C: 1.9581 -0.0897 -0.9826  -0.1126
C: 2.4982 -0.3498 -2.2348  -0.2229
C: 1.6416 -0.5936 -3.2903  -0.1906
C: 0.2687 -0.6107 -3.1088  -0.2213
C: -0.3020 -0.3870 -1.8435  0.1588
C: 0.5846 -0.0946 -0.7984  -0.2330
N: -1.6551 -0.4498 -1.6062  -0.4302
C: -2.1793 -0.5555 -0.2687  -0.2248
C: -2.4912 0.7705 0.3933  -0.0579
C: -2.0517 1.9733 -0.1421  -0.1935
C: -2.3434 3.1737 0.4819  -0.2707
C: -3.0817 3.1546 1.6496  0.3906
F: -3.3750 4.3196 2.2625  -0.3232
C: -3.5319 1.9710 2.2075  -0.2731
C: -3.2315 0.7821 1.5706  -0.1864
C: -2.6518 -0.4967 -2.6523  -0.2102
C: -2.1508 0.0886 -3.9563  -0.5319
S: -0.7383 -0.8944 -4.5380  0.2485
N: 3.0630 -0.6724 1.0879  -0.4354
C: 2.4772 -1.9909 1.1032  -0.2485
C: 1.6052 -2.1299 2.3589  -0.0745
O: 2.3501 -1.8746 3.5248  -0.5228
C: 2.9083 -0.5771 3.5053  -0.0767
C: 3.8184 -0.3823 2.2895  -0.2579
H: 3.5660 -0.3375 -2.3814  0.2225
H: 2.0286 -0.7768 -4.2809  0.2223
H: 0.1992 0.1620 0.1758  0.2137
H: -1.4744 -1.1175 0.3554  0.2146
H: -3.0990 -1.1507 -0.3133  0.2127
H: -1.4710 1.9789 -1.0513  0.2252
H: -2.0034 4.1127 0.0752  0.2328
H: -4.1059 1.9913 3.1201  0.2307
H: -3.5761 -0.1508 1.9927  0.2116
H: -2.9758 -1.5342 -2.8278  0.1930
H: -3.5216 0.0805 -2.3137  0.2034
H: -1.8193 1.1199 -3.8320  0.2212
H: -2.9182 0.0380 -4.7254  0.2389
H: 1.8869 -2.1548 0.2020  0.2331
H: 3.2831 -2.7339 1.1474  0.1969
H: 1.2241 -3.1479 2.4559  0.1966
H: 0.7587 -1.4271 2.2937  0.1576
H: 3.4719 -0.4758 4.4334  0.1987
H: 2.1042 0.1745 3.4825  0.1667
H: 4.1724 0.6473 2.2264  0.2522
H: 4.6720 -1.0663 2.3529  0.1946


It is model A that is the least stable of them.


Model A:
Entry from OMol25: 2 unconnected molecules or ions with the total composition C9H14S (ωB97M-V with the def2-TZVPD basis set).

Summary:
Kohn-Sham gap	9.77	eV

Last column: natural (NBO) charge in e.
Positions of all 24 atoms, in Å:
C: 2.2449 -2.4483 1.2255  -0.6389
C: 2.1937 -1.5257 0.0290  0.0107
C: 2.4551 -2.1954 -1.2034  -0.2237
C: 2.4434 -1.4557 -2.3505  -0.1957
C: 2.2006 -0.0918 -2.4104  -0.2396
C: 2.0042 0.5589 -1.1993  -0.1854
C: 1.9247 -0.1804 0.0022  -0.2415
H: 1.9403 -1.9268 2.1394  0.2138
H: 3.3052 -2.6475 1.4349  0.2205
H: 1.7437 -3.4045 1.1425  0.2247
H: 2.8532 -3.1964 -1.1729  0.2124
H: 2.6534 -1.9122 -3.3176  0.2071
H: 2.4769 0.5466 -3.2391  0.2184
H: 1.8244 1.6233 -1.1135  0.2097
H: 1.7038 0.3531 0.9195  0.2074
C: -1.6991 1.5951 0.4693  -0.6147
C: -3.0531 0.9609 0.8465  -0.5775
S: -4.2560 1.9174 1.6263  0.0098
H: -1.8131 2.6724 0.6392  0.2086
H: -1.4508 1.3625 -0.5612  0.2216
H: -0.8842 1.3233 1.1383  0.2080
H: -3.5331 0.5556 -0.0508  0.2253
H: -2.7901 0.0487 1.3997  0.2065
H: -3.4360 2.5482 2.5313  0.1125


Model B:
Entry from OMol25: 2 unconnected molecules or ions with the total composition C9H14S (ωB97M-V with the def2-TZVPD basis set).

Summary:
Kohn-Sham gap	9.26	eV

Last column: natural (NBO) charge in e.
Positions of all 24 atoms, in Å:
C: -1.7114 -0.7259 -2.0365  -0.6410
C: -1.4450 0.4256 -1.0927  0.0168
C: -2.1219 0.5065 0.1778  -0.2036
C: -2.0707 1.5844 0.8863  -0.2234
C: -1.3822 2.7693 0.4938  -0.2177
C: -0.6781 2.7392 -0.6774  -0.1981
C: -0.7162 1.5986 -1.4512  -0.2434
H: -2.0435 -1.7108 -1.5012  0.2161
H: -0.7674 -0.7391 -2.5258  0.2258
H: -2.6007 -0.5259 -2.6881  0.2245
H: -2.7553 -0.4250 0.3832  0.2058
H: -2.4997 1.6424 1.8529  0.2073
H: -1.3794 3.6627 1.0650  0.2088
H: -0.0361 3.6784 -0.8968  0.2134
H: -0.0932 1.5805 -2.3603  0.2043
C: 3.2672 -0.6839 0.8064  -0.7975
S: 1.6051 -1.2811 0.7422  0.1627
C: 1.6534 -2.9592 1.4953  -0.7348
H: 3.6466 -0.8203 1.8478  0.2303
H: 3.7913 -0.9245 -0.1227  0.2255
H: 3.4196 0.3424 0.6864  0.2424
H: 0.8308 -3.6587 1.1672  0.2359
H: 1.5358 -2.6985 2.5938  0.2231
H: 2.5509 -3.3771 1.1546  0.2167


It is model B that is the least stable of them.


Model A:
Entry from OMol25: a molecular structure, C2H3N3O (ωB97M-V with the def2-TZVPD basis set).

Summary:
Kohn-Sham gap	9.97	eV

Last column: natural (NBO) charge in e.
Positions of all 9 atoms, in Å:
C: 1.0998 0.2931 0.9018  -0.4366
C: -0.3794 -0.0047 -0.3099  0.7182
N: -0.0342 1.0752 0.0960  -0.4024
O: -2.1660 0.2060 -1.6686  -0.3461
N: -1.8390 -0.9521 -1.5543  0.2768
N: -0.7316 -1.1427 -0.7241  -0.5014
H: 0.6920 -0.4014 1.6456  0.2209
H: 1.8088 -0.2226 0.2435  0.2207
H: 1.5496 1.1491 1.3700  0.2500


Model B:
Entry from OMol25: a molecular structure, C2H3N3O (ωB97M-V with the def2-TZVPD basis set).

Summary:
Kohn-Sham gap	10.41	eV

Last column: natural (NBO) charge in e.
Positions of all 9 atoms, in Å:
C: -0.9961 0.1445 -0.5230  -0.0858
C: 0.6538 -0.4276 0.3677  0.1917
N: -2.1619 -0.5375 -0.0439  -0.0379
N: -1.9160 0.5391 0.4160  -0.0759
N: 1.8021 0.3908 0.4198  -0.3374
O: 1.7525 -0.7735 -0.3343  -0.3494
H: -1.0337 0.3462 -1.5683  0.1934
H: 0.3694 -1.0158 1.3452  0.1762
H: 1.5300 1.3338 -0.0792  0.3251


It is model B that is the least stable of them.


Model A:
Entry from OMol25: a single C2H3N3O molecule (ωB97M-V with the def2-TZVPD basis set).

Summary:
Kohn-Sham gap	10.54	eV

Last column: natural (NBO) charge in e.
Positions of all 9 atoms, in Å:
O: -2.0688 -0.1068 0.0454  -0.4928
N: -0.6990 -0.1047 0.0188  0.0816
C: 0.2094 0.9396 -0.0516  -0.1143
C: 1.4135 0.2281 0.0145  -0.1321
N: 1.1507 -1.1100 -0.0340  -0.2280
N: -0.0884 -1.3323 0.0293  -0.1039
H: -2.1046 -1.1865 -0.2048  0.5004
H: -0.2483 1.9803 -0.0674  0.2570
H: 2.4356 0.6922 0.2499  0.2321


Model B:
Entry from OMol25: 2 unconnected molecules or ions with the total composition C2H3N3O (ωB97M-V with the def2-TZVPD basis set).

Summary:
Kohn-Sham gap	10.06	eV

Last column: natural (NBO) charge in e.
Positions of all 9 atoms, in Å:
C: 1.8909 0.0706 -0.6395  0.1956
N: 2.8388 -0.2642 0.0872  -0.2099
N: 1.4145 -0.0057 0.6596  -0.5255
H: 1.5349 0.2655 -1.6229  0.2082
H: 1.3609 0.9028 1.1268  0.3308
N: -2.7874 -0.6835 -0.0655  -0.7695
C: -1.9400 0.1442 0.0474  0.8659
O: -1.2099 1.0333 -0.0570  -0.5232
H: -3.1026 -1.4630 0.4639  0.4275


Model C:
Entry from OMol25: a single C2H3N3O molecule (ωB97M-V with the def2-TZVPD basis set).

Summary:
Kohn-Sham gap (spin up / spin down)	8.06 / 8.06	eV

Last column: natural (NBO) charge in e.
Positions of all 9 atoms, in Å:
O: 2.1503 -0.5422 0.0943  -0.6232
C: 1.0752 -0.1765 0.4910  0.4303
N: -0.3749 -0.7118 -0.4489  -0.5427
C: -1.0149 0.3681 -0.5551  0.2676
N: -0.6100 1.3923 0.3003  -0.2248
N: 0.5098 1.1502 0.8206  -0.0570
H: -0.5462 -1.5291 -1.0189  0.4173
H: -1.8591 0.5149 -1.1916  0.1969
H: 0.6922 -0.4917 1.5083  0.1356


Model D:
Entry from OMol25: a single C2H3N3O molecule (ωB97M-V with the def2-TZVPD basis set).

Summary:
Kohn-Sham gap	9.50	eV

Last column: natural (NBO) charge in e.
Positions of all 9 atoms, in Å:
N: 1.3534 0.4852 0.6037  -0.8155
C: 0.1147 0.7236 0.0784  0.6442
C: -0.4026 -0.4296 -0.7320  -0.3954
N: -1.5354 -0.9603 -0.3958  0.0866
N: -2.4968 -1.4607 -0.0569  0.0123
O: -0.4855 1.7680 0.2349  -0.5790
H: 1.7208 1.1794 1.2385  0.4025
H: 1.6717 -0.4650 0.7089  0.3981
H: 0.0271 -0.7479 -1.6716  0.2462


It is model A that is the least stable of them.